Formula: C20H49Cl2N3
Source: the Open Molecules 2025 dataset
Level of theory: ωB97M-V with the def2-TZVPD basis set

The HOMO energy comes out at -8.5 eV. As for the SMILES: CCN(CC)CC.CCN(CC)CC.CCN(CC)CC.ClCCCl. The energy above the lowest of the compared OMol25 structures with the same formula, charge and spin is 27.2 kcal per mole. Its maximum force is 0.0615 hartree/bohr. As for the total charge: 0.

```
74
C20H49Cl2N3, DFT ωB97M-V with the def2-TZVPD basis set
C 7.76 9.28 14.63
C 8.30 15.48 14.52
H 7.22 10.44 12.15
H 13.84 15.02 7.71
H 9.99 17.79 14.01
C 11.67 16.49 8.17
H 8.33 17.50 11.49
H 8.72 14.50 14.78
H 6.22 15.11 15.16
H 5.84 7.77 12.30
C 7.75 9.48 12.11
C 9.24 9.76 11.95
H 10.29 13.80 11.96
H 14.19 12.53 7.65
H 10.02 18.03 11.50
H 8.18 17.61 13.91
H 11.11 16.06 12.87
H 14.95 14.45 8.84
Cl 7.83 14.57 8.21
C 6.83 15.44 14.30
H 11.51 13.41 13.14
H 5.86 10.07 15.31
H 5.24 9.04 13.31
H 6.44 6.23 14.16
H 7.35 8.97 11.23
H 11.99 16.11 7.22
H 7.68 12.58 9.97
Cl 5.70 13.61 10.56
C 11.82 15.49 9.30
H 8.78 19.13 12.06
H 7.81 13.33 11.73
H 13.19 12.26 9.11
H 14.58 13.95 12.48
H 6.72 11.20 14.39
C 10.44 15.38 13.44
C 10.55 13.92 13.00
H 7.85 15.55 10.33
H 9.67 10.33 12.78
H 6.41 16.35 13.97
H 8.81 9.57 14.61
C 13.39 12.95 8.23
H 11.30 15.93 10.15
C 6.03 8.15 13.26
H 15.30 14.95 11.24
C 5.67 7.02 14.17
C 9.06 18.04 12.02
H 8.54 16.15 15.34
H 9.75 8.82 11.99
N 13.21 15.15 9.62
H 9.24 14.48 9.93
H 12.44 13.07 7.67
C 8.15 14.60 9.95
H 12.80 15.19 11.64
H 9.42 10.33 11.06
N 7.44 8.61 13.36
H 7.73 8.49 15.38
H 6.53 14.80 13.46
C 14.60 14.15 11.36
C 13.90 14.40 8.57
H 10.56 16.76 8.19
H 12.61 13.62 10.97
N 9.05 15.90 13.36
C 7.50 13.44 10.64
H 14.98 13.34 10.79
H 11.35 14.58 9.04
C 9.14 17.35 13.39
H 9.79 13.26 13.50
H 5.59 7.34 15.21
H 7.40 10.77 16.01
C 13.22 14.47 10.90
H 12.22 17.44 8.46
H 10.83 15.53 14.46
C 6.86 10.36 15.14
H 4.74 6.46 13.87
```

Formula: C20H49N5O15P5
Source: the Open Molecules 2025 dataset
Level of theory: ωB97M-V with the def2-TZVPD basis set

The HOMO energy comes out at -11.7 eV. The energy above the lowest of the compared OMol25 structures with the same formula, charge and spin is 109.4 kcal per mole. Its maximum force is 0.1664 hartree/bohr. As for the total charge: +1.

```
94
C20H49N5O15P5, DFT ωB97M-V with the def2-TZVPD basis set
C -4.67 0.87 -5.55
C 0.72 -0.08 -1.33
C 4.37 2.12 4.41
C -1.62 -4.11 2.78
C 2.63 -1.58 2.75
H 1.52 1.65 5.50
H 3.46 -2.38 4.59
N 0.71 1.17 -3.32
H 0.40 -2.20 -1.54
H -1.51 -2.36 1.49
C 0.36 4.01 0.67
C -3.40 -1.17 -5.29
H 0.15 -6.47 4.54
H 4.61 2.40 5.44
H -3.31 2.21 -6.58
C -5.72 -1.23 -5.84
H 1.43 -0.25 -0.50
H -5.56 -2.28 -6.16
C 5.64 2.17 3.57
O -0.26 -2.05 3.77
H 1.85 2.54 0.11
O 1.03 1.17 -1.99
C 1.69 -5.11 5.21
C -2.73 1.85 -3.29
H -4.42 0.08 -2.46
P -0.67 1.35 -6.53
O -5.09 0.76 -2.22
O -3.94 2.67 -0.89
H 1.85 -4.38 6.01
H -0.35 2.41 4.06
O -1.52 0.34 -7.20
H -0.17 3.32 1.34
C -0.58 1.41 -3.58
H 2.06 -1.25 -4.72
H 1.67 3.25 6.21
O -0.20 -4.23 2.79
N -1.54 1.62 -2.65
H -0.17 4.03 -0.28
H -2.03 -5.12 2.70
O 2.39 2.27 -5.36
C 0.72 -1.37 -2.20
H -0.46 -5.11 5.46
H 2.50 -5.84 5.25
H -2.94 -0.62 -4.45
C 0.28 3.15 4.56
O 1.69 -2.62 2.45
C -2.09 -3.28 1.60
H 2.13 -0.75 3.25
H -0.28 0.03 -0.84
H -6.56 -0.84 -6.43
H 6.29 1.32 3.80
H -3.15 -3.01 1.71
H 3.95 1.12 4.44
C 3.79 -2.09 3.58
H 5.42 2.17 2.51
H -2.64 -1.51 -6.04
H 1.78 -1.59 -2.47
H 2.27 4.22 -0.27
P 2.25 2.60 2.86
O 1.79 -4.45 3.93
C 0.96 2.55 5.77
N -2.45 1.76 -4.61
O 1.22 3.70 3.61
P 2.11 0.93 -4.38
H 4.56 -1.32 3.69
H -4.10 2.90 -5.16
O 1.98 -0.46 -5.29
C 0.36 -5.82 5.39
H 0.31 5.00 1.12
H 6.19 3.09 3.78
H -1.97 -3.84 0.67
O -5.77 1.18 -5.16
O 2.94 1.39 2.30
C -3.59 1.99 -5.53
H -0.97 2.60 -7.16
H 0.23 2.27 6.53
H -4.19 1.94 -0.28
H 0.37 -6.42 6.30
O 3.41 3.06 3.93
H 4.24 -2.98 3.13
N -4.47 -0.44 -6.03
H 0.06 -1.33 -3.09
H -0.36 3.98 4.87
H -1.98 -3.70 3.73
H -5.95 -1.29 -4.75
H 3.01 -1.22 1.79
O 2.56 3.69 1.67
H -3.82 -2.11 -4.87
P 0.73 -3.17 3.66
C 1.80 3.57 0.48
H 0.68 1.02 -6.78
H 1.59 2.82 -5.42
P -4.38 2.26 -2.43
N -1.15 1.47 -4.86
```

Formula: C20H50F12HfN4O12PS2
Source: the Open Molecules 2025 dataset
Level of theory: ωB97M-V with the def2-TZVPD basis set

The HOMO energy comes out at -12.9 eV. The energy above the lowest of the compared OMol25 structures with the same formula, charge and spin is 0.0 kcal per mole. Its maximum force is 0.0556 hartree/bohr. As for the total charge: +1.

```
102
C20H50F12HfN4O12PS2, DFT ωB97M-V with the def2-TZVPD basis set
H 9.51 16.94 -17.49
H 6.42 19.59 -21.71
H 11.81 16.42 -22.39
H 8.34 20.93 -19.69
N 10.99 20.56 -18.47
Hf 11.71 20.29 -20.76
C 10.20 21.71 -17.80
F 12.74 23.82 -22.66
F 10.52 21.57 -26.37
H 13.51 24.63 -18.39
H 7.99 16.74 -18.31
H 16.78 20.38 -19.11
H 13.82 17.75 -23.23
H 16.10 20.64 -20.71
C 6.84 20.43 -21.16
O 11.01 18.11 -21.47
C 9.84 24.69 -20.64
S 11.53 20.09 -24.43
H 9.93 20.56 -15.97
H 12.48 20.27 -15.21
H 9.04 20.86 -21.88
F 14.50 16.40 -19.40
H 8.23 21.06 -24.68
F 13.60 21.74 -22.09
H 14.33 19.57 -22.16
F 14.13 22.67 -24.09
H 14.50 19.47 -19.31
F 11.27 22.70 -24.68
H 10.35 17.44 -21.32
F 14.76 17.80 -17.74
F 15.71 22.52 -22.42
C 14.66 20.52 -19.06
C 9.05 23.31 -22.45
P 14.28 23.19 -22.60
H 13.18 21.80 -18.70
H 11.64 22.38 -16.38
C 15.98 20.89 -19.66
H 9.56 23.99 -23.14
H 10.37 19.75 -18.34
H 7.08 22.23 -23.96
F 12.63 21.76 -26.07
C 13.52 20.29 -15.57
H 7.43 18.08 -20.10
C 8.08 20.12 -20.38
H 11.67 20.27 -17.74
H 9.07 19.27 -21.94
H 7.13 19.21 -18.76
N 11.07 22.58 -20.92
C 7.88 18.89 -19.51
O 12.40 18.59 -19.42
C 8.66 17.49 -17.86
H 16.22 21.94 -19.51
H 13.94 22.20 -19.93
O 13.46 20.33 -16.98
H 8.84 21.89 -16.18
H 11.45 23.01 -21.78
C 9.33 21.07 -16.72
H 8.51 20.47 -17.09
H 10.29 24.82 -19.65
H 15.50 19.90 -17.20
H 8.05 23.75 -22.32
C 11.47 21.64 -25.45
C 11.88 17.51 -22.49
O 11.57 16.30 -19.03
C 9.62 23.22 -21.05
C 8.13 22.03 -24.19
O 9.02 18.43 -18.84
H 8.50 22.75 -24.93
H 13.56 23.77 -16.95
H 10.60 25.10 -21.31
H 6.05 20.77 -20.48
H 12.36 25.12 -17.12
O 11.83 17.90 -17.20
C 11.06 22.80 -17.21
O 11.53 20.52 -23.00
F 14.31 23.66 -21.03
H 15.05 21.60 -17.27
S 12.27 17.44 -18.49
H 8.87 22.75 -20.42
H 14.08 21.13 -15.16
C 12.83 24.27 -17.61
H 11.49 17.66 -23.50
H 9.55 22.09 -18.59
O 8.92 22.03 -23.02
O 12.74 19.42 -24.79
H 13.94 19.35 -15.19
F 13.92 15.85 -17.37
C 13.31 17.86 -22.26
C 14.72 20.58 -17.56
O 11.91 23.36 -18.18
N 9.32 20.04 -21.31
H 6.94 21.22 -21.91
O 13.52 19.21 -21.79
H 11.33 23.20 -20.15
C 13.98 16.83 -18.25
H 10.34 23.54 -16.82
F 14.89 24.57 -23.08
N 13.48 21.35 -19.57
O 10.29 19.40 -24.72
H 8.11 17.98 -17.05
H 13.84 17.17 -21.60
H 8.93 25.28 -20.71
```

Formula: C20H50F6N5O11S2V
Source: the Open Molecules 2025 dataset
Level of theory: ωB97M-V with the def2-TZVPD basis set

The HOMO energy comes out at -8.7 eV. The energy above the lowest of the compared OMol25 structures with the same formula, charge and spin is 0.0 kcal per mole. Its maximum force is 0.0665 hartree/bohr. As for the total charge: 0.

```
95
C20H50F6N5O11S2V, DFT ωB97M-V with the def2-TZVPD basis set
H 27.33 -17.83 -33.78
F 32.40 -14.64 -34.05
H 29.77 -7.75 -28.49
S 32.44 -12.55 -32.41
H 25.69 -9.77 -30.67
H 24.58 -12.17 -26.19
H 27.75 -8.68 -34.60
H 31.76 -9.30 -31.37
N 31.39 -12.52 -31.18
H 25.74 -16.91 -30.68
V 29.32 -11.71 -31.35
C 26.31 -14.26 -26.12
H 29.96 -8.72 -34.17
O 33.73 -11.95 -32.16
C 30.44 -9.64 -33.82
H 24.88 -14.86 -27.62
H 24.21 -11.82 -30.79
H 25.00 -9.11 -33.70
C 30.76 -8.91 -31.58
H 22.98 -7.63 -36.68
C 31.03 -13.82 -28.74
C 32.67 -14.44 -32.77
H 29.38 -9.88 -28.80
H 24.24 -6.43 -36.32
H 25.59 -12.80 -31.06
H 27.15 -16.91 -28.46
C 25.30 -13.92 -27.25
O 27.10 -15.51 -29.95
C 30.42 -7.77 -29.37
O 32.55 -11.61 -29.00
H 25.78 -11.05 -35.18
N 26.10 -13.28 -28.28
O 30.09 -9.83 -32.45
H 25.95 -15.45 -31.62
H 25.54 -12.85 -29.01
O 24.69 -8.36 -35.84
H 27.04 -10.12 -32.26
H 26.43 -10.97 -29.63
H 26.68 -13.94 -28.81
O 33.42 -13.72 -29.92
F 31.66 -14.40 -27.74
C 24.19 -13.00 -26.77
H 27.20 -10.68 -36.07
H 26.90 -13.38 -25.84
F 33.93 -14.83 -32.59
H 27.00 -15.07 -26.36
H 25.11 -11.79 -32.33
C 26.14 -10.77 -30.66
C 24.05 -7.44 -36.70
H 31.43 -8.02 -29.05
H 21.63 -12.55 -26.21
C 25.20 -11.79 -31.24
H 24.39 -7.53 -37.74
H 30.76 -10.31 -29.40
H 29.14 -16.37 -33.36
H 25.98 -17.04 -33.43
H 28.89 -15.21 -32.05
H 25.79 -14.57 -25.21
O 31.79 -12.04 -33.59
O 29.02 -12.23 -32.85
N 29.78 -10.15 -29.70
O 23.27 -13.78 -26.03
F 31.87 -15.15 -32.00
C 26.73 -10.53 -35.09
O 27.30 -10.68 -31.50
H 21.61 -13.69 -24.88
H 30.38 -6.80 -29.88
H 23.71 -12.60 -27.68
H 27.75 -15.25 -33.40
N 25.98 -8.97 -33.48
H 22.66 -12.29 -24.71
F 30.49 -14.75 -29.51
H 31.52 -9.62 -33.91
H 28.35 -15.66 -28.36
F 30.09 -13.02 -28.25
O 28.64 -12.79 -30.38
C 26.08 -8.11 -35.78
H 30.11 -10.49 -34.40
H 27.28 -11.13 -34.36
C 29.86 -8.81 -30.37
C 27.47 -16.86 -31.99
H 30.77 -7.92 -32.05
C 27.85 -16.32 -29.07
C 26.49 -16.19 -31.03
S 32.29 -12.83 -29.74
C 28.38 -15.87 -32.76
H 28.83 -8.53 -30.61
H 26.59 -8.21 -36.74
H 26.27 -7.09 -35.44
N 26.72 -17.62 -33.01
H 28.55 -16.97 -29.59
C 26.73 -9.06 -34.76
C 22.26 -13.00 -25.43
H 28.03 -17.61 -31.43
H 25.94 -8.01 -33.14
```

Formula: C20H50N2O4PbSi2
Source: the Open Molecules 2025 dataset
Level of theory: ωB97M-V with the def2-TZVPD basis set

The HOMO energy (spin up / spin down) comes out at -6.3 / -6.3 eV. Its maximum force is 0.0556 hartree/bohr. As for the total charge: 0.

```
79
C20H50N2O4PbSi2, DFT ωB97M-V with the def2-TZVPD basis set
H -1.28 2.33 5.32
H 1.11 -1.82 5.54
H 0.15 1.70 6.17
H 1.07 3.21 -3.02
H 1.73 -0.21 5.97
H -0.10 2.34 -1.99
C 5.17 -0.57 -0.25
C -0.22 2.06 5.21
H -1.02 -0.66 -3.99
H -5.87 -0.53 0.49
H 3.02 0.98 2.66
H 2.92 2.40 -0.83
H -3.09 -1.42 -1.82
H 1.81 0.80 -1.88
H 2.79 0.59 -5.93
H -0.07 -2.37 -2.88
C 2.36 0.61 -3.87
C 0.43 -0.26 4.27
Pb -0.54 0.27 0.48
H -2.78 -0.78 -4.23
C -0.54 2.19 -4.09
C 0.86 -0.76 5.60
C -1.93 -1.16 -3.65
H -4.36 2.19 0.90
H 3.31 1.06 -3.61
O -1.20 2.42 2.72
H 1.10 0.21 -5.57
H -4.48 -0.83 3.56
C -4.87 -0.97 0.30
O -1.11 -1.38 -1.29
H -0.04 2.06 -5.04
H 2.59 -0.70 2.43
H -1.12 3.12 -4.14
H -1.60 -1.17 2.49
H 2.55 -1.09 -1.72
H 4.29 -0.26 2.65
H 2.39 -0.45 -3.64
N 0.49 -1.01 3.16
H -2.58 2.19 1.07
H 6.04 -0.21 0.31
H -2.30 0.19 -2.00
H -5.12 0.79 3.13
C -2.03 -1.08 1.47
H 5.29 -0.40 -1.33
H -3.45 0.62 3.75
C -3.44 1.65 0.62
H -1.27 1.38 -3.96
H 0.73 -2.26 -1.34
C -0.78 -3.80 -1.43
H 0.32 2.99 4.96
C -2.18 -0.90 -2.18
H 3.18 2.65 0.91
H -4.65 -0.88 -0.77
C 0.43 2.33 -2.95
Si 3.62 0.29 0.30
C -0.06 1.08 4.12
O 1.40 1.09 -2.82
C 1.94 0.85 -5.29
C 2.33 -0.49 -0.82
N -0.42 1.42 2.84
H -3.37 1.63 -0.48
H 4.59 2.48 -0.19
O 0.91 -2.33 3.54
H -0.05 -4.53 -1.80
H 0.89 -2.86 2.72
H 1.71 1.91 -5.46
H 1.90 -1.23 -0.08
C -4.23 0.14 3.13
H 0.07 -0.61 6.34
H -4.90 -2.04 0.56
Si -3.62 -0.08 1.37
C -0.24 -2.44 -1.79
C 3.56 2.13 0.02
H -1.87 -2.24 -3.83
H 5.05 -1.66 -0.10
C 3.35 0.05 2.16
H -2.07 -2.07 1.00
H -0.85 -3.91 -0.34
H -1.75 -4.01 -1.89
```

Which formula does entry 1 have?
C20H49Cl2N3

Which value of maximum force does entry 3 give?
0.0556 hartree/bohr